9
Properties=species:S:1:pos:R:3 method="wB97M-V/def2-TZVPD" homo_lumo_gap_ev=8.878 total_charge=0 de_lowest_kj_mol=420.9 total_energy_ev=-16960.8271 e_lumo_ev=0.440 smiles="NC#S(N)=O"
C 1.22 0.92 0.41
N -1.94 0.61 -0.30
N 1.92 -0.08 -0.10
O -0.11 -1.27 0.06
S -0.57 -0.07 0.72
H -2.42 -0.25 -0.32
H -2.38 1.15 0.40
H 1.38 -0.82 -0.48
H 2.91 -0.19 -0.39